[1]
{
  "formula": "C2H5CuLiO",
  "method": "wB97M-V/def2-TZVPD",
  "spin_multiplicity": 2,
  "relative_energy_kcal_mol": 0.0,
  "homo_lumo_gap_ev": [4.365, 6.904],
  "e_homo_ev": [-5.24, -7.98],
  "symbols": ["H", "O", "C", "C", "H", "H", "H", "H", "Li", "Cu"],
  "positions_angstrom": [[-1.597500, -1.018337, -0.229517], [1.223407, -0.225962, -0.253584], [0.054329, 0.527615, -0.353607], [-1.109353, -0.117688, 0.381755], [-0.234918, 0.670478, -1.414848], [0.201574, 1.549459, 0.055464], [-1.953663, 0.571583, 0.516479], [-0.812810, -0.473033, 1.380940], [1.064101, -1.981929, -0.426797], [3.164829, 0.497818, 0.343714]],
  "forces_ev_per_angstrom": [[1.2, 1.5, 1.2], [0.3, -0.7, -0.1], [0.0, 0.7, -0.1], [-1.4, -1.5, -0.8], [0.1, 0.0, 0.3], [0.0, -0.4, -0.1], [0.2, 0.0, 0.0], [0.0, 0.1, -0.3], [0.3, 0.7, 0.2], [-0.6, -0.3, -0.2]],
  "lowdin_charge": [0.097, -0.591, -0.487, -0.134, 0.101, 0.102, 0.063, 0.067, 0.675, 0.107]
}



[2]
{
  "formula": "C4H10O",
  "method": "wB97M-V/def2-TZVPD",
  "relative_energy_kcal_mol": 60.1,
  "smiles": "COC(C)C",
  "homo_lumo_gap_ev": 10.021,
  "e_homo_ev": -8.92,
  "symbols": ["C", "O", "C", "C", "C", "H", "H", "H", "H", "H", "H", "H", "H", "H", "H"],
  "positions_angstrom": [[0.136431, 0.058917, -1.794953], [-0.551339, 0.257743, -0.618120], [0.146297, -0.198905, 0.529198], [0.636918, 1.365667, 0.779906], [-0.901631, -1.255362, 1.118362], [-0.344967, 0.704293, -2.528603], [0.003297, -0.997427, -2.031453], [1.218437, 0.294104, -1.760791], [1.010831, -0.865179, 0.288592], [-0.020647, 1.869371, 1.483359], [0.586591, 2.035539, -0.132490], [1.679823, 1.392694, 1.064515], [-0.536311, -2.033700, 1.807300], [-1.271053, -1.820503, 0.234109], [-1.792675, -0.807251, 1.561070]],
  "forces_ev_per_angstrom": [[-0.1, -0.3, -0.7], [-1.4, -1.0, -1.0], [-0.2, 1.1, -1.0], [0.3, -0.8, 1.2], [0.2, 0.6, 0.3], [0.1, -0.2, -0.3], [0.4, -0.2, -0.7], [-0.3, 0.1, 0.2], [-0.3, 0.8, -0.2], [0.2, -0.1, 0.4], [-0.1, -1.5, 0.7], [0.2, 0.1, 0.8], [0.3, 0.6, 0.0], [0.4, 0.5, 0.3], [0.1, 0.2, 0.0]],
  "lowdin_charge": [-0.143, -0.291, -0.321, -0.020, -0.034, 0.093, 0.088, 0.096, 0.125, 0.059, 0.091, 0.047, 0.065, 0.081, 0.064]
}



[3]
{
  "formula": "C6H12",
  "method": "wB97M-V/def2-TZVPD",
  "relative_energy_kcal_mol": 55.0,
  "smiles": "CC1CCCC1",
  "homo_lumo_gap_ev": 10.856,
  "e_homo_ev": -9.63,
  "symbols": ["C", "C", "C", "C", "C", "C", "H", "H", "H", "H", "H", "H", "H", "H", "H", "H", "H", "H"],
  "positions_angstrom": [[-1.054417, -0.554464, 2.004190], [-0.611763, 0.035159, 0.624998], [-0.426315, -0.980896, -0.469745], [0.210708, -0.302040, -1.674124], [1.075062, 1.147837, -1.158945], [1.026589, 0.947086, 0.345540], [-0.567990, -1.515068, 2.227514], [-2.142370, -0.752023, 2.117230], [-0.800652, 0.137892, 2.809982], [-1.310776, 0.827781, 0.336276], [-1.249693, -1.370996, -1.093881], [0.074810, -1.874626, -0.055147], [0.786778, -1.092694, -2.203852], [-0.559661, 0.082279, -2.343274], [2.003584, 1.002565, -1.714991], [0.707483, 2.173872, -1.445141], [1.846807, 0.284454, 0.643267], [0.999081, 1.848843, 0.969749]],
  "forces_ev_per_angstrom": [[0.5, 0.3, -0.2], [1.4, 1.0, -0.2], [-0.3, -0.1, -0.9], [1.4, 2.1, 0.1], [-1.4, -2.1, -0.6], [-1.9, -1.4, 0.8], [0.1, 0.3, -0.2], [0.5, 0.3, -0.6], [0.0, 0.0, 0.0], [0.1, -0.1, 0.0], [-0.9, -0.2, 1.5], [0.3, 0.5, -0.4], [0.2, 1.1, 0.0], [0.0, -0.2, -0.1], [0.4, 0.2, 0.8], [-0.4, -1.4, -0.1], [-0.3, 0.0, 0.3], [0.1, -0.2, -0.3]],
  "lowdin_charge": [-0.091, -0.252, -0.274, -0.153, -0.168, -0.114, 0.065, 0.076, 0.060, 0.114, 0.111, 0.113, 0.100, 0.080, 0.073, 0.098, 0.085, 0.078]
}



[4]
{
  "formula": "C28H30F10N9PtS",
  "method": "wB97M-V/def2-TZVPD",
  "spin_multiplicity": 5,
  "total_charge": 1,
  "relative_energy_kcal_mol": 45.9,
  "homo_lumo_gap_ev": [8.047, 5.100],
  "e_homo_ev": [-10.25, -10.24],
  "symbols": ["Pt", "C", "N", "C", "C", "N", "C", "C", "F", "C", "F", "C", "F", "C", "F", "C", "F", "C", "C", "N", "C", "C", "F", "C", "F", "C", "F", "C", "F", "C", "F", "H", "H", "H", "H", "H", "H", "H", "H", "H", "H", "H", "C", "C", "C", "C", "C", "N", "H", "H", "H", "H", "H", "H", "H", "H", "H", "C", "C", "C", "C", "N", "C", "N", "N", "N", "H", "H", "H", "H", "H", "H", "H", "H", "H", "H", "S", "C", "N"],
  "positions_angstrom": [[0.072677, 0.190802, -0.026827], [-0.581661, -3.005253, 0.062439], [-0.003914, -2.045021, 0.988608], [-0.912062, -1.759646, 2.094195], [-0.470572, -0.525178, 2.877327], [-0.314150, 0.586791, 1.976056], [-0.337365, 1.842533, 2.458209], [-0.765723, 2.905622, 1.621749], [-1.186159, 2.581745, 0.382634], [-0.810243, 4.222893, 2.033316], [-1.259246, 5.160345, 1.209943], [-0.365764, 4.561592, 3.316207], [-0.356813, 5.819376, 3.718658], [0.062439, 3.547415, 4.176890], [0.478184, 3.851441, 5.400947], [0.041744, 2.224003, 3.771941], [0.481918, 1.291384, 4.630125], [1.336623, -2.450597, 1.412850], [2.369765, -1.321152, 1.294193], [2.298721, -0.741505, -0.018162], [3.353245, -0.076251, -0.485694], [3.462580, 0.152645, -1.883760], [2.543779, -0.422495, -2.679491], [4.470925, 0.886305, -2.470577], [4.487912, 1.028255, -3.797275], [5.469945, 1.458600, -1.676233], [6.438673, 2.179306, -2.223007], [5.426490, 1.252446, -0.294804], [6.357796, 1.798914, 0.480182], [4.417221, 0.499944, 0.281686], [4.410575, 0.387791, 1.616504], [-0.722858, -3.982315, 0.538557], [0.078490, -3.127767, -0.793164], [-1.546520, -2.648328, -0.288133], [-0.986251, -2.611022, 2.784929], [-1.901346, -1.564855, 1.672571], [0.461051, -0.734161, 3.415492], [-1.232961, -0.291638, 3.629043], [1.669313, -3.272852, 0.776996], [1.329858, -2.812840, 2.446217], [3.361507, -1.751657, 1.478298], [2.203926, -0.557117, 2.063548], [-5.106187, -0.352235, -2.566342], [-4.433757, -1.312853, -1.576737], [-5.376117, -1.645986, -0.412174], [-4.008860, -2.605549, -2.292950], [-3.252275, -0.695909, -1.028817], [-2.293712, -0.268274, -0.566372], [-5.989910, -0.830772, -2.982840], [-4.437018, -0.097714, -3.385931], [-5.413243, 0.565833, -2.072397], [-6.225456, -2.205853, -0.793443], [-5.744608, -0.740043, 0.061314], [-4.872984, -2.253207, 0.337048], [-4.884436, -3.048762, -2.762288], [-3.598654, -3.329889, -1.591875], [-3.270196, -2.412182, -3.068876], [-2.094202, 1.978215, -6.011352], [-1.388119, 0.648854, -6.263351], [-2.194072, -0.524581, -5.708504], [0.045616, 0.665835, -5.700549], [0.089760, 0.727966, -4.266728], [-0.106972, -0.241830, -3.358743], [0.031119, 0.308049, -2.167117], [0.306221, 1.593916, -2.372838], [0.340714, 1.849046, -3.605752], [-3.083696, 1.967720, -6.460580], [-1.531647, 2.798284, -6.449431], [-2.205872, 2.172093, -4.946352], [-1.270932, 0.512295, -7.342259], [-2.424237, -0.367881, -4.654095], [-1.652115, -1.463217, -5.821226], [-3.135284, -0.616893, -6.244095], [0.569819, 1.547264, -6.073699], [0.572428, -0.236423, -6.019696], [-0.298242, -1.274109, -3.567957], [2.042154, 2.322033, 0.176129], [1.892048, 3.882191, 0.641659], [1.842490, 4.977320, 1.003991]],
  "forces_ev_per_angstrom": [[-0.4, -1.2, 0.1], [-0.2, -0.3, -0.2], [-0.3, 0.7, -0.4], [-0.2, 0.3, 0.3], [-0.1, -0.6, 0.3], [0.2, 0.5, 0.1], [-0.1, 0.2, 0.1], [-0.2, 0.1, -0.5], [-0.1, 0.7, 0.7], [-0.1, -0.1, -0.3], [0.1, -0.2, 0.3], [0.0, 0.1, -0.1], [0.0, -0.6, -0.2], [0.0, -0.3, 0.1], [-0.1, 0.0, -0.2], [0.1, 0.1, 0.3], [-0.1, 0.4, -0.2], [0.8, 0.3, 0.0], [0.1, -0.4, 0.5], [0.2, 0.3, -0.2], [0.4, 0.0, 0.0], [-0.1, 0.1, -0.4], [0.5, 0.2, 0.1], [-0.3, -0.2, 0.0], [0.1, 0.0, 0.3], [-0.1, -0.1, 0.1], [-0.4, -0.3, 0.2], [0.1, -0.1, 0.0], [-0.1, 0.0, -0.1], [0.2, 0.1, 0.2], [0.1, 0.1, -0.6], [0.0, 0.0, 0.0], [0.0, 0.0, 0.0], [0.0, 0.0, 0.0], [0.0, 0.0, -0.1], [0.1, -0.1, 0.0], [-0.1, 0.1, 0.0], [0.1, -0.1, 0.0], [-0.1, 0.0, 0.0], [-0.1, -0.1, 0.0], [-0.2, 0.0, 0.1], [0.0, 0.0, 0.0], [0.0, 0.0, 0.0], [-0.8, -0.4, -0.4], [0.0, 0.1, 0.0], [0.0, 0.0, 0.0], [0.7, 0.3, 0.3], [-0.1, 0.2, 0.1], [-0.1, 0.0, 0.0], [0.0, 0.0, -0.1], [0.0, 0.1, 0.0], [-0.1, 0.0, 0.0], [0.0, 0.1, 0.1], [0.0, -0.1, 0.1], [-0.1, 0.0, 0.0], [0.0, 0.0, 0.1], [0.0, 0.0, -0.1], [0.1, -0.2, -0.1], [0.0, 0.1, 0.3], [0.1, 0.1, -0.2], [-0.3, -0.1, -1.1], [-0.2, -1.1, 1.1], [0.1, 0.3, 0.2], [0.1, -0.4, -0.6], [-0.1, 0.9, 0.2], [0.2, 1.0, -0.8], [-0.1, 0.0, 0.0], [0.0, 0.1, 0.0], [0.0, 0.0, 0.1], [0.0, 0.0, 0.0], [0.0, 0.0, 0.1], [0.0, -0.1, 0.0], [-0.1, 0.0, 0.0], [0.1, -0.1, 0.1], [0.1, 0.1, 0.1], [0.0, -0.2, -0.1], [0.2, -1.1, -0.2], [0.1, 0.4, 0.1], [-0.2, 0.7, 0.2]],
  "lowdin_charge": [1.136, -0.077, -0.279, -0.183, -0.181, -0.057, -0.186, -0.183, 0.040, -0.167, 0.152, -0.109, 0.179, -0.118, 0.152, -0.102, 0.117, -0.153, -0.217, -0.006, -0.297, -0.152, 0.087, -0.128, 0.134, -0.104, 0.164, -0.140, 0.148, -0.184, 0.109, 0.107, 0.095, 0.050, 0.140, 0.105, 0.123, 0.144, 0.126, 0.134, 0.136, 0.110, -0.018, -0.586, -0.023, -0.024, -0.140, 0.165, 0.099, 0.074, 0.097, 0.098, 0.096, 0.090, 0.099, 0.086, 0.079, -0.063, -0.394, -0.078, -0.101, -0.081, -0.106, -0.139, -0.029, 0.112, 0.084, 0.085, 0.075, 0.143, 0.046, 0.082, 0.089, 0.139, 0.138, 0.143, 0.731, -0.824, 0.092]
}